Entry 1:
C5H16N2O | the ωB97M-V functional and the def2-TZVPD basis

Its charge is 0. For the LUMO energy, the calculation gives -4.626 eV. For the HOMO-LUMO gap, the calculation gives 0.1044 hartree.

Atoms and positions in Å:
N -5.3720 -1.0641 -0.0961
C -0.0105 1.0296 0.8237
C -0.3088 -0.0175 -0.2020
C -0.9414 1.7947 1.3796
N 2.7753 -0.1706 -0.0280
C 3.3094 -1.3483 0.5345
C 3.6573 0.4373 -0.9437
H -4.4671 -0.6068 -0.2771
H -5.3305 -2.0648 -0.0314
H 1.0426 1.1287 1.1240
H -1.3780 0.0619 -0.5325
H 0.3147 0.1352 -1.0991
H -0.0977 -1.0227 0.1672
H -1.9529 1.6306 1.0372
H -0.6930 2.5298 2.1372
H 3.4328 -2.1276 -0.2243
H 2.6547 -1.7448 1.3107
H 4.3032 -1.1967 0.9765
H 4.0293 -0.2550 -1.7204
H 3.1953 1.2778 -1.4510
H 4.5441 0.8193 -0.4347
H -6.0816 -0.7990 -0.7550
H -3.5576 1.1408 -1.0699
O -3.0676 0.4324 -0.6255

The molecule's Mulliken atomic charges, reported in e, are given here: N -0.624; C 0.085; C -0.576; C -0.767; N 0.119; C -0.925; C -0.902; H 0.324; H 0.208; H 0.282; H 0.264; H 0.149; H 0.182; H 0.324; H 0.259; H 0.367; H 0.299; H 0.365; H 0.359; H 0.305; H 0.365; H 0.189; H 0.187; O -0.837

Entry 2:
C5H8N2 | the ωB97M-V functional and the def2-TZVPD basis

Its charge is 0. For the LUMO energy, the calculation gives 0.870 eV. For the HOMO-LUMO gap, the calculation gives 0.3470 hartree.

Atoms and positions in Å:
C 2.9428 0.2756 -0.7539
C 1.5557 0.8404 -0.5779
C 0.9036 0.3337 0.4227
N 0.3564 -0.2008 1.3880
C -0.9456 -0.6481 1.1067
N -1.5834 -0.0441 0.1969
C -2.9768 -0.3121 -0.0071
H 3.4970 0.4294 0.1791
H 2.9406 -0.7971 -0.9680
H 3.4461 0.8108 -1.5530
H 1.2087 1.7616 -1.0376
H -1.3401 -1.3989 1.7956
H -3.1065 -0.8320 -0.9613
H -3.4364 -0.8986 0.8003
H -3.4883 0.6530 -0.0868

The molecule's Mulliken atomic charges, reported in e, are given here: C -0.976; C -0.403; C 0.600; N -0.497; C -0.007; N -0.362; C -0.708; H 0.277; H 0.287; H 0.290; H 0.367; H 0.353; H 0.245; H 0.296; H 0.236